DFT (ωB97M-V with the def2-TZVPD basis set) results for a molecular structure, C33H70B2FNO16S7Sr in a non-equilibrium geometry.

Element x y z (Å)
Sr1 -0.51 -1.00 -0.92
B1 0.99 1.37 -0.05
H1 7.24 3.69 8.94
H2 6.84 8.19 6.06
H3 3.76 4.84 7.19
H4 -7.01 -8.91 7.78
O1 1.49 -5.08 1.25
C1 1.33 -4.15 2.01
O2 1.15 -4.14 3.27
B2 1.25 -2.71 3.77
O3 1.47 -1.88 2.58
C2 1.35 -2.65 1.54
O4 1.36 -2.32 0.37
O5 2.27 -2.56 4.80
C3 1.71 -2.07 5.91
O6 2.31 -1.54 6.80
C4 0.20 -2.06 5.68
O7 0.01 -2.37 4.43
O8 -0.68 -1.88 6.46
F1 -5.03 -1.37 -7.49
C5 -3.86 -1.41 -6.79
C6 -2.66 -1.57 -7.40
C7 -1.46 -1.61 -6.65
C8 -1.59 -1.41 -5.27
C9 -2.83 -1.19 -4.60
C10 -3.95 -1.15 -5.42
H5 -2.63 -1.58 -8.51
H6 -0.53 -1.81 -7.14
H7 -0.81 -1.49 -4.51
H8 -2.91 -1.07 -3.50
H9 -4.94 -1.11 -4.94
C11 -2.24 5.05 2.04
C12 -0.79 4.51 2.32
C13 -0.33 5.30 3.60
C14 -1.08 4.92 4.81
C15 -0.93 3.45 5.07
C16 -1.26 2.53 3.85
N1 -0.71 3.08 2.63
O9 -1.14 2.34 1.45
C17 -0.65 1.19 4.15
C18 -2.77 2.25 3.91
C19 0.13 4.69 1.12
H10 -2.89 4.61 2.82
H11 -2.68 4.60 1.13
H12 -2.35 6.09 2.10
H13 0.71 4.90 3.87
H14 -0.37 6.39 3.44
H15 -2.14 5.14 4.69
H16 -0.73 5.40 5.72
H17 -1.62 3.20 5.92
H18 0.08 3.23 5.43
H19 0.41 1.38 4.30
H20 -1.12 0.93 5.10
H21 -0.66 0.41 3.38
H22 -3.49 3.07 3.93
H23 -2.96 1.70 3.00
H24 -3.11 1.53 4.75
H25 1.03 4.16 1.49
H26 0.42 5.75 0.99
H27 -0.23 4.29 0.19
H28 -0.31 1.90 1.13
C20 5.10 3.43 -4.66
S1 3.96 4.57 -5.64
O10 2.88 3.72 -6.22
C21 3.13 5.35 -4.24
H29 5.87 4.07 -4.22
H30 5.56 2.79 -5.37
H31 4.58 2.85 -3.91
H32 2.54 6.23 -4.49
H33 3.82 5.67 -3.47
H34 2.46 4.57 -3.88
C22 -3.25 -4.80 -2.49
S2 -1.54 -4.28 -2.42
O11 -1.68 -2.79 -2.12
C23 -1.10 -4.98 -0.84
H35 -3.68 -4.44 -3.45
H36 -3.70 -4.17 -1.66
H37 -3.39 -5.86 -2.38
H38 -1.35 -6.07 -0.86
H39 -1.56 -4.51 0.06
H40 -0.03 -4.80 -0.63
C24 5.18 -4.40 1.85
S3 6.08 -3.11 0.89
O12 5.38 -3.01 -0.41
C25 5.58 -1.79 2.07
H41 5.19 -5.35 1.29
H42 4.13 -4.16 1.78
H43 5.47 -4.53 2.90
H44 6.31 -1.75 2.92
H45 4.55 -1.94 2.44
H46 5.68 -0.85 1.50
C26 0.23 1.85 -5.14
S4 0.34 1.53 -3.40
O13 -0.52 0.36 -3.14
C27 2.06 0.88 -3.52
H47 -0.76 1.89 -5.60
H48 0.67 0.96 -5.54
H49 0.77 2.86 -5.36
H50 2.60 1.72 -4.02
H51 2.07 -0.01 -4.18
H52 2.41 0.68 -2.54
C28 -2.93 -1.75 3.67
S5 -2.88 -1.27 1.93
O14 -1.51 -1.54 1.37
C29 -3.76 -2.74 1.24
H53 -2.56 -2.75 3.84
H54 -4.00 -1.75 3.86
H55 -2.38 -1.06 4.31
H56 -4.82 -2.75 1.52
H57 -3.24 -3.60 1.64
H58 -3.56 -2.77 0.15
C30 2.94 -4.22 -1.75
S6 1.71 -3.54 -2.83
O15 1.50 -2.08 -2.44
C31 2.80 -3.36 -4.17
H59 3.81 -3.60 -1.86
H60 3.14 -5.26 -2.06
H61 2.44 -4.13 -0.79
H62 2.39 -2.55 -4.77
H63 3.06 -4.18 -4.86
H64 3.67 -3.01 -3.72
C32 -4.26 1.39 0.22
S7 -4.11 0.65 -1.39
O16 -2.86 -0.13 -1.13
C33 -3.48 2.10 -2.30
H65 -3.24 1.51 0.58
H66 -4.59 0.53 0.85
H67 -4.90 2.25 0.32
H68 -2.82 2.60 -1.59
H69 -4.24 2.82 -2.66
H70 -2.84 1.77 -3.09

The value obtained for the highest occupied orbital energy is -5.40 eV. The molar mass comes out at 1089.62 g/mol. As for the total energy: -5524.7189 a.u. The calculation puts the LUMO energy at -4.600 eV.

Löwdin population analysis, charges in e, atoms 1 to 2: 1.30, 0.27



DFT (ωB97M-V with the def2-TZVPD basis set) results for 11 unconnected molecules or ions with the total composition C33H70N4O25 in a non-equilibrium geometry.

Element x y z (Å)
C1 3.25 8.50 -1.97
O1 3.04 7.11 -2.13
C2 1.92 6.66 -2.78
O2 1.24 7.32 -3.57
O3 1.72 5.24 -2.43
C3 0.73 4.61 -3.31
H1 3.70 8.73 -1.01
H2 2.33 9.06 -2.16
H3 4.00 8.82 -2.70
H4 0.36 3.65 -2.97
H5 1.29 4.35 -4.21
H6 -0.08 5.24 -3.68
C4 9.03 4.50 0.26
O4 7.73 4.48 -0.19
C5 6.65 4.53 0.64
O5 6.59 5.07 1.73
O6 5.50 4.21 0.03
C6 5.41 3.48 -1.22
H7 9.25 3.73 0.99
H8 9.28 5.43 0.78
H9 9.71 4.23 -0.55
H10 5.22 4.12 -2.09
H11 4.54 2.83 -1.11
H12 6.26 2.83 -1.43
C7 -7.12 1.09 7.28
O7 -5.81 0.73 6.96
C8 -5.40 0.42 5.78
O8 -6.01 0.39 4.71
O9 -4.16 0.04 5.96
C9 -3.47 -0.92 5.04
H13 -7.85 0.41 6.84
H14 -7.35 2.00 6.72
H15 -7.32 1.01 8.35
H16 -4.17 -1.66 4.65
H17 -2.57 -1.39 5.43
H18 -3.03 -0.25 4.30
C10 1.86 3.72 5.74
O10 0.90 3.99 6.69
C11 -0.36 3.54 6.58
O11 -0.92 2.83 5.72
O12 -0.97 4.03 7.70
C12 -2.42 4.06 7.79
H19 2.85 4.12 6.00
H20 1.52 4.18 4.81
H21 2.00 2.70 5.39
H22 -2.94 4.34 6.88
H23 -2.59 4.92 8.44
H24 -2.79 3.10 8.16
C13 0.50 1.20 1.19
O13 0.09 0.58 0.01
C14 -0.31 -0.67 0.02
O14 -0.13 -1.51 0.90
O15 -0.74 -1.04 -1.17
C15 -1.05 -2.44 -1.41
H25 -0.41 1.69 1.56
H26 1.16 1.99 0.82
H27 0.92 0.53 1.94
H28 -1.62 -2.53 -2.33
H29 -1.60 -3.02 -0.67
H30 -0.12 -2.97 -1.59
C16 4.37 -3.02 3.39
O16 5.18 -2.00 2.74
C17 6.50 -2.18 2.57
O17 7.17 -3.21 2.67
O18 6.93 -0.96 2.03
C18 8.17 -0.96 1.34
H31 3.37 -3.03 2.95
H32 4.22 -2.87 4.46
H33 4.85 -3.99 3.23
H34 8.21 -1.67 0.50
H35 8.92 -1.42 1.98
H36 8.50 0.06 1.19
C19 -1.32 -3.35 -6.98
O19 -2.11 -2.17 -6.52
C20 -2.70 -1.36 -7.39
O20 -3.04 -0.17 -7.23
O21 -2.61 -1.98 -8.70
C21 -3.04 -1.23 -9.82
H37 -0.74 -2.97 -7.82
H38 -2.06 -4.04 -7.37
H39 -0.58 -3.71 -6.26
H40 -4.06 -0.85 -9.82
H41 -3.05 -2.01 -10.58
H42 -2.42 -0.38 -10.10
C22 4.06 -1.48 -3.21
N1 4.00 -0.81 -4.50
C23 3.48 -1.27 -5.62
C24 3.61 -0.50 -6.94
O22 3.05 -2.41 -5.62
H43 3.96 -0.84 -2.33
H44 5.03 -1.97 -3.29
H45 3.28 -2.24 -3.14
H46 4.17 0.19 -4.58
H47 3.59 0.57 -6.71
H48 2.82 -0.82 -7.61
H49 4.60 -0.78 -7.32
C25 -6.01 -3.52 2.08
N2 -6.39 -4.02 3.39
C26 -5.99 -5.09 4.02
C27 -6.62 -5.30 5.42
O23 -5.05 -5.78 3.60
H50 -6.52 -4.17 1.37
H51 -4.96 -3.37 1.85
H52 -6.45 -2.55 1.82
H53 -7.23 -3.66 3.83
H54 -6.69 -4.30 5.85
H55 -5.78 -5.73 5.97
H56 -7.60 -5.78 5.46
C28 -4.83 2.02 0.06
N3 -5.96 2.81 0.38
C29 -6.71 3.65 -0.31
C30 -8.11 3.99 0.34
O24 -6.47 4.20 -1.34
H57 -5.07 1.15 -0.56
H58 -4.23 1.68 0.90
H59 -4.25 2.55 -0.70
H60 -6.47 2.39 1.14
H61 -8.40 5.04 0.25
H62 -7.94 3.77 1.39
H63 -8.89 3.31 -0.01
C31 1.86 -6.51 -1.04
N4 2.10 -7.43 -2.14
C32 1.24 -7.54 -3.16
C33 1.73 -8.33 -4.27
O25 0.15 -6.93 -3.19
H64 1.00 -6.81 -0.44
H65 1.88 -5.45 -1.29
H66 2.73 -6.64 -0.40
H67 2.79 -8.15 -2.02
H68 1.47 -7.82 -5.19
H69 1.29 -9.31 -4.46
H70 2.81 -8.48 -4.26

The value obtained for the highest occupied orbital energy is -9.19 eV. Its structure (SMILES) is COC(=O)OC.COC(=O)OC.COC(=O)OC.COC(=O)OC.COC(=O)OC.COC(=O)OC.COC(=O)OC.CNC(C)=O.CNC(C)=O.CNC(C)=O.CNC(C)=O. The molar mass comes out at 922.93 g/mol. The calculation puts the energy relative to the best compared isomer or geometry (same formula, charge and spin) at 136.3 kcal per mole. As for the total energy: -3399.2777 a.u. The calculation puts the LUMO energy at 0.064 eV.

Löwdin population analysis, charges in e, atoms 1 to 2: -0.05, -0.03



DFT (ωB97M-V with the def2-TZVPD basis set) results for 3 unconnected molecules or ions with the total composition C33H70N8O5P2 in a non-equilibrium geometry.

Element x y z (Å)
C1 5.91 -0.74 -2.00
C2 4.85 -0.92 -0.77
C3 3.51 -1.66 -1.35
C4 2.61 -0.51 -2.05
C5 1.55 -1.06 -3.13
C6 0.79 0.16 -3.92
C7 -0.38 0.72 -2.94
C8 -1.27 1.90 -3.64
C9 -2.59 1.25 -4.30
C10 -3.97 1.98 -3.91
C11 -3.94 3.58 -4.15
N1 -4.12 4.71 -4.57
C12 -4.45 1.77 -2.38
C13 -3.78 2.99 -1.53
N2 -3.22 3.83 -0.86
C14 -4.02 0.37 -1.71
C15 -4.60 -0.94 -2.43
O1 -4.67 -2.07 -1.47
C16 -5.94 -2.05 -0.81
O2 -6.03 -1.38 0.27
C17 -7.26 -2.83 -1.30
C18 -7.19 -3.38 -2.82
C19 -6.07 1.88 -2.38
C20 -6.52 2.98 -1.11
C21 -6.37 2.32 0.44
O3 -7.75 2.59 -0.32
H1 5.28 -0.84 -2.96
H2 6.36 0.32 -1.92
H3 6.78 -1.48 -1.94
H4 4.54 0.13 -0.37
H5 5.35 -1.52 0.06
H6 3.83 -2.50 -2.05
H7 2.96 -2.09 -0.43
H8 3.33 0.19 -2.60
H9 2.06 0.06 -1.21
H10 2.06 -1.80 -3.86
H11 0.79 -1.72 -2.53
H12 1.59 0.94 -4.19
H13 0.27 -0.33 -4.82
H14 -1.01 -0.20 -2.66
H15 0.16 1.09 -1.98
H16 -0.61 2.28 -4.52
H17 -1.45 2.80 -2.96
H18 -2.59 0.13 -4.08
H19 -2.49 1.35 -5.46
H20 -4.80 1.49 -4.57
H21 -2.88 0.32 -1.73
H22 -4.34 0.37 -0.60
H23 -5.66 -0.83 -2.86
H24 -3.95 -1.34 -3.30
H25 -8.18 -2.14 -1.16
H26 -7.42 -3.75 -0.62
H27 -7.33 -4.53 -2.80
H28 -8.06 -2.96 -3.47
H29 -6.16 -3.15 -3.25
H30 -6.62 0.92 -2.09
H31 -6.43 2.37 -3.35
H32 -6.24 4.14 -1.25
H33 -6.11 1.22 0.55
H34 -6.01 3.19 1.08
C22 8.55 -4.73 1.84
N3 7.81 -4.39 0.64
C23 6.48 -3.92 1.02
P1 7.81 -5.20 -0.87
O4 7.74 -3.88 -1.66
N4 9.42 -5.52 -1.42
C24 10.54 -4.71 -0.94
C25 9.51 -5.59 -2.88
N5 7.85 -6.76 0.01
C26 9.03 -7.59 0.20
C27 6.76 -7.62 -0.48
H35 8.12 -5.58 2.37
H36 8.56 -3.88 2.53
H37 9.60 -4.94 1.65
H38 5.87 -4.75 1.43
H39 5.94 -3.50 0.17
H40 6.54 -3.13 1.78
H41 10.31 -3.64 -0.93
H42 11.44 -4.86 -1.54
H43 10.83 -5.01 0.07
H44 9.52 -4.60 -3.35
H45 8.66 -6.14 -3.30
H46 10.42 -6.13 -3.19
H47 9.41 -8.01 -0.74
H48 8.80 -8.43 0.86
H49 9.84 -7.05 0.70
H50 6.96 -7.99 -1.49
H51 5.82 -7.06 -0.50
H52 6.59 -8.48 0.18
C28 -3.43 6.69 3.16
N6 -2.87 5.49 3.75
C29 -2.33 4.65 2.68
P2 -3.48 4.58 5.07
O5 -2.07 4.29 5.63
N7 -3.87 5.60 6.42
C30 -3.23 6.90 6.57
C31 -3.77 4.89 7.70
N8 -5.13 4.85 4.44
C32 -6.09 5.82 4.96
C33 -5.82 3.55 4.31
H53 -4.30 6.48 2.53
H54 -2.68 7.19 2.53
H55 -3.71 7.43 3.90
H56 -3.13 4.23 2.07
H57 -1.74 3.82 3.09
H58 -1.65 5.21 2.03
H59 -2.15 6.86 6.38
H60 -3.39 7.31 7.57
H61 -3.68 7.63 5.90
H62 -2.73 4.80 8.05
H63 -4.19 3.88 7.62
H64 -4.35 5.41 8.48
H65 -6.42 5.58 5.98
H66 -6.98 5.85 4.32
H67 -5.69 6.84 4.95
H68 -6.07 3.13 5.29
H69 -5.17 2.83 3.80
H70 -6.73 3.64 3.72

The value obtained for the highest occupied orbital energy is -7.87 eV. Its structure (SMILES) is CCCCCCCCC[C@H](C#N)[C@](C#N)(CCOC(=O)CC)C[C@@H]1CO1.CN(C)P(=O)(N(C)C)N(C)C.CN(C)P(=O)(N(C)C)N(C)C. The molar mass comes out at 720.92 g/mol. As for the total energy: -2795.7552 a.u. The calculation puts the LUMO energy at -1.234 eV.

Löwdin population analysis, charges in e, atoms 1 to 2: -0.12, -0.25